Molecular formula: C4H4N4
Method: DFT, the ωB97M-V functional and the def2-TZVPD basis

Calculated values
max |F|	4.464	eV/A
gap between HOMO and LUMO (spin up / spin down)	8.377 / 6.703	eV
LUMO (spin up / spin down)	1.0655 / -3.3847	eV
expectation value of S²	2.0177
relative energy (zero: lowest compared OMol25 entry of this formula, charge and spin)	1.3222	eV

```
! RIJCOSX wB97M-V def2-TZVPD def2/J DEFGRID3
* xyz 0 3
C -1.8529 0.9234 -0.6335
C 0.4940 -0.2951 1.2280
C -0.1637 -1.5727 -0.3967
C 0.8958 0.3150 -0.1462
N -1.5697 1.3883 0.3557
N -0.0496 -1.4035 1.0674
N 0.3473 -0.5837 -1.0329
N 1.7007 1.2458 -0.4379
H 0.8906 -0.0247 2.2468
H -0.6617 -2.4810 -0.7888
H 2.1470 1.9062 0.1758
H -2.1778 0.5818 -1.6377
*
```

=====

Molecular formula: C4H12N6
Method: DFT, the ωB97M-V functional and the def2-TZVPD basis

Calculated values
max |F|	4.910	eV/A
gap between HOMO and LUMO	9.323	eV
LUMO	0.6266	eV
SMILES	[H]/N=C(/C)[C@@H](N)N(N)/C(N)=N/[H]
relative energy (zero: lowest compared OMol25 entry of this formula, charge and spin)	0.2749	eV

```
! RIJCOSX wB97M-V def2-TZVPD def2/J DEFGRID3
* xyz 0 1
C -0.1592 0.2656 0.6708
C 2.5773 -0.3894 0.9486
N -0.1853 -0.5855 -0.4607
C -1.7214 -0.6279 -1.0173
C 1.2275 -0.2976 1.5963
N 0.7529 -0.3278 -1.4970
N -0.0810 1.6957 0.5088
N -1.9378 0.1459 -2.1261
N -2.6246 -1.3650 -0.4920
N 1.1331 -0.3750 2.8733
H -0.9777 0.0212 1.3518
H 0.7532 -1.1408 -2.1127
H 0.4504 0.4642 -2.0625
H 0.6816 2.0907 1.0524
H -0.9524 2.1371 0.7776
H -1.5505 1.0762 -2.0233
H -2.8903 0.1612 -2.4785
H -3.4445 -1.4431 -1.1026
H 0.1737 -0.2574 3.2107
H 2.8371 0.5678 0.4902
H 3.3497 -0.6274 1.6874
H 2.5882 -1.1885 0.2047
*
```

=====

Molecular formula: C34H102BaNO20
Method: DFT, the ωB97M-V functional and the def2-TZVPD basis

Calculated values
max |F|	3.224	eV/A
gap between HOMO and LUMO	7.181	eV
LUMO	-3.3958	eV

```
! RIJCOSX wB97M-V def2-TZVPD def2/J DEFGRID3
* xyz 1 1
Ba 3.9349 -1.3635 -1.6704
N 0.2749 -0.1014 -0.8115
O -0.3180 -1.1715 -1.0160
O 1.4448 0.0136 -1.1724
O -0.2606 0.7957 -0.2231
C 0.8772 -1.7789 2.4197
C 2.1904 -1.1448 1.9875
O 2.9269 -1.9171 1.0193
H 0.2306 -1.2908 3.1489
H 1.0973 -2.7590 2.8430
H 0.2769 -1.9653 1.5292
H 2.7672 -0.9988 2.9008
H 1.9580 -0.1952 1.5055
H 3.2317 -2.6550 1.5525
C 1.6920 3.7695 -5.0559
C 2.6071 4.3791 -6.0742
O 3.8524 3.6860 -5.9194
H 1.4871 2.7153 -5.2423
H 0.8148 4.4085 -5.1577
H 2.0787 3.8152 -4.0379
H 2.7271 5.4532 -5.9322
H 2.2486 4.2804 -7.0988
H 4.5256 4.0634 -6.4903
C -1.9975 3.9382 -3.2421
C -1.1745 3.3612 -2.1455
O -2.0167 2.5243 -1.4104
H -1.3550 4.5104 -3.9113
H -2.7114 4.6890 -2.9033
H -2.5167 3.1838 -3.8333
H -0.7417 4.1131 -1.4857
H -0.3717 2.7371 -2.5382
H -1.4239 1.9355 -0.9377
C -1.9499 2.6283 3.9671
C -1.3734 2.4620 2.6031
O -1.9503 1.3094 1.9831
H -3.0003 2.9187 3.9839
H -1.3878 3.4182 4.4653
H -1.8924 1.6998 4.5352
H -0.2926 2.3230 2.6288
H -1.5333 3.3665 2.0162
H -1.4553 1.0288 1.2099
C 0.2774 -6.3473 2.6348
C 0.8983 -6.0425 1.3475
O -0.1375 -6.0468 0.3814
H 1.1411 -6.4073 3.2970
H -0.2512 -7.3003 2.6154
H -0.4192 -5.5581 2.9178
H 1.5728 -6.8739 1.1425
H 1.4411 -5.0975 1.3275
H -0.0812 -5.2415 -0.1381
C 2.8392 4.3801 1.1966
C 1.8134 3.3694 0.6876
O 2.3465 2.7775 -0.5187
H 3.7491 3.8813 1.5305
H 2.3611 4.8219 2.0709
H 3.0804 5.1345 0.4478
H 0.8404 3.8444 0.5621
H 1.6484 2.5332 1.3670
H 1.6762 2.2357 -0.9416
C -3.3048 -2.1348 5.4867
C -2.0975 -1.4877 4.8755
O -1.3452 -0.8156 5.8552
H -4.0943 -1.3863 5.5552
H -3.1277 -2.5444 6.4811
H -3.7503 -2.9977 4.9917
H -2.2664 -0.7613 4.0806
H -1.4419 -2.3080 4.5830
H -1.8568 -0.1672 6.3446
C -5.1100 5.0912 1.2463
C -4.2617 4.1264 0.3995
O -3.2713 4.7825 -0.2955
H -5.5656 4.5989 2.1055
H -5.8712 5.6787 0.7329
H -4.4718 5.7397 1.8466
H -4.8705 3.6646 -0.3778
H -3.8768 3.4052 1.1205
H -2.7748 4.0457 -0.6592
C 2.6652 1.5931 5.2457
C 1.2343 1.1341 5.1384
O 1.1810 -0.0124 6.0283
H 2.8755 2.2808 4.4266
H 3.2956 0.7460 4.9753
H 2.9791 1.9334 6.2325
H 0.9178 0.9017 4.1216
H 0.5153 1.8699 5.4987
H 0.2664 -0.2997 6.0796
C -2.6164 -3.6936 -2.0391
C -1.1336 -3.8970 -2.3375
O -0.4063 -3.8210 -1.1760
H -2.9712 -4.4421 -1.3306
H -3.2357 -3.6313 -2.9339
H -2.7522 -2.7336 -1.5411
H -0.6960 -3.2484 -3.0963
H -1.1427 -4.8675 -2.8336
H -0.3581 -2.8879 -0.9555
C 0.5092 -0.1127 -4.5992
C 1.5180 -1.1948 -4.3551
O 2.7445 -0.6162 -3.9923
H 0.4022 0.6046 -3.7855
H -0.4853 -0.5130 -4.7965
H 0.7940 0.4338 -5.4982
H 1.5658 -1.8460 -5.2279
H 1.1933 -1.8608 -3.5557
H 2.9810 -0.0970 -4.7644
C 5.1259 0.9201 2.1843
C 5.4548 1.0618 0.7300
O 4.3358 0.8025 -0.0370
H 4.2317 1.4791 2.4600
H 6.0020 1.2639 2.7342
H 4.9591 -0.1281 2.4321
H 6.3309 0.4637 0.4794
H 5.8107 2.0536 0.4509
H 3.7614 1.5715 -0.0569
C 6.5327 1.7806 -4.5554
C 5.7418 1.6179 -3.2960
O 5.8930 0.2704 -2.7783
H 6.4382 2.7876 -4.9617
H 6.2856 1.1405 -5.4024
H 7.5942 1.6283 -4.3605
H 4.6742 1.7395 -3.4793
H 5.8970 2.4050 -2.5581
H 6.8317 0.1523 -2.6152
C 2.4003 -5.3279 -3.1128
C 3.0115 -4.8617 -1.7822
O 2.3477 -3.6936 -1.4841
H 1.3680 -5.6775 -3.1240
H 2.9029 -6.2706 -3.3292
H 2.5208 -4.6394 -3.9492
H 4.0910 -4.7112 -1.7930
H 2.8043 -5.5915 -0.9996
H 1.4307 -3.9268 -1.3221
C -2.3719 -3.0031 1.7317
C -3.7959 -3.3944 1.3850
O -4.6815 -2.7570 2.2863
H -2.2553 -1.9226 1.8148
H -1.6656 -3.3990 1.0020
H -2.0308 -3.3543 2.7055
H -3.9802 -4.4668 1.4495
H -4.0056 -2.9680 0.4041
H -4.5828 -1.8060 2.2001
C -6.4637 -0.1907 3.3604
C -5.1539 0.5563 3.2323
O -4.3230 -0.1379 2.3152
H -7.1182 0.1664 4.1555
H -6.2596 -1.2240 3.6411
H -7.0846 -0.2577 2.4670
H -4.7438 0.5759 4.2420
H -5.4110 1.5694 2.9233
H -3.5438 0.3992 2.1543
C -4.0791 -0.5573 -4.4337
C -3.1088 -0.1435 -3.3694
O -3.8305 0.5792 -2.3812
H -4.9005 -1.1418 -4.0192
H -3.5729 -1.0946 -5.2357
H -4.4207 0.3630 -4.9075
H -2.3396 0.5128 -3.7767
H -2.5581 -1.0110 -3.0057
H -3.2961 1.2968 -2.0333
*
```

=====

Molecular formula: C4H7NO
Method: DFT, the ωB97M-V functional and the def2-TZVPD basis

Calculated values
max |F|	4.924	eV/A
gap between HOMO and LUMO	10.527	eV
LUMO	0.9769	eV
SMILES	C=C1C[C@@H]1ON
relative energy (zero: lowest compared OMol25 entry of this formula, charge and spin)	5.3810	eV

```
! RIJCOSX wB97M-V def2-TZVPD def2/J DEFGRID3
* xyz 0 1
C 1.0636 0.3421 -0.0750
C 2.0323 1.1634 -0.1960
C 0.3894 -0.9643 -0.2884
C -0.3393 0.2313 0.4773
N -2.4992 0.3963 -0.2650
O -1.3069 1.0617 -0.0885
H 1.9409 2.1491 0.1861
H 2.8461 0.8466 -0.8110
H 0.2965 -1.0687 -1.4595
H 0.5234 -1.9514 0.2489
H -0.5000 0.1517 1.4932
H -2.9631 0.1514 0.7125
H -2.2712 -0.4631 -0.7274
*
```

=====

Molecular formula: C5H6S
Method: DFT, the ωB97M-V functional and the def2-TZVPD basis

Calculated values
max |F|	3.125	eV/A
gap between HOMO and LUMO	9.980	eV
LUMO	0.8232	eV
SMILES	C#C[C@H]1C[C@H]1S
relative energy (zero: lowest compared OMol25 entry of this formula, charge and spin)	2.9920	eV

```
! RIJCOSX wB97M-V def2-TZVPD def2/J DEFGRID3
* xyz 0 1
C 0.9772 0.1736 -0.5395
C 0.4784 1.0437 0.5820
C -0.5386 0.5544 -0.3685
C -1.6875 -0.4786 -0.1717
C -2.5260 -1.3464 0.0630
H 2.6577 -1.0275 0.8858
H 1.4374 0.7332 -1.3742
H 0.7970 2.1215 0.2532
H 0.5815 0.6530 1.5971
H -0.7854 1.2691 -1.1323
H -3.1161 -2.3231 0.2992
S 1.7244 -1.3728 -0.0941
*
```

=====

Molecular formula: C5H9NO
Method: DFT, the ωB97M-V functional and the def2-TZVPD basis

Calculated values
max |F|	1.340	eV/A
gap between HOMO and LUMO (spin up / spin down)	7.966 / 7.969	eV
LUMO (spin up / spin down)	-0.2358 / -0.2359	eV
relative energy (zero: lowest compared OMol25 entry of this formula, charge and spin)	6.9182	eV

```
! RIJCOSX wB97M-V def2-TZVPD def2/J DEFGRID3
* xyz 0 1
C 0.0949 1.1038 0.7942
C 0.3335 -0.0417 -0.1036
C 0.5333 0.2761 -1.4706
C -0.4656 -1.3054 0.2159
O -1.8363 -0.9829 0.1608
C 1.5851 0.0174 0.8625
N 2.5789 -0.2594 1.4068
H -1.1073 1.6472 -0.4821
H -0.3977 0.9607 1.7507
H 0.6177 2.0375 0.6148
H 1.0653 1.1898 -1.7265
H -0.9163 1.2651 -1.2063
H 0.6109 -0.5310 -2.1946
H -0.1975 -2.0718 -0.5256
H -0.1813 -1.6820 1.2075
H -2.3176 -1.6236 0.6958
*
```

=====

Molecular formula: C14H32NO3P2SiV
Method: DFT, the ωB97M-V functional and the def2-TZVPD basis

Calculated values
max |F|	7.440	eV/A
gap between HOMO and LUMO (spin up / spin down)	5.305 / 6.123	eV
LUMO (spin up / spin down)	-8.6510 / -7.8878	eV
expectation value of S²	2.0353
relative energy (zero: lowest compared OMol25 entry of this formula, charge and spin)	2.0693	eV

```
! RIJCOSX wB97M-V def2-TZVPD def2/J DEFGRID3
* xyz 2 3
V 0.7442 0.0993 1.0324
P 2.6353 -1.1719 1.0375
C 1.7182 -2.7201 1.0768
C 0.2544 -2.7704 0.5757
N -0.3855 -1.6031 0.4193
C -1.6410 -1.6271 -0.0804
C -2.3112 -2.8354 -0.3254
C -1.6835 -4.0540 -0.0538
C -0.3584 -4.0308 0.4035
C -2.3809 -0.3600 -0.2998
P -2.2309 0.4173 -2.0487
H 0.2374 -4.9454 0.6434
H -3.3418 -2.8368 -0.7008
H -2.1812 -5.0270 -0.1832
H -3.4509 -0.5188 -0.0973
H -2.0286 0.4396 0.3634
H 2.2714 -3.3623 0.5461
H 1.7383 -3.0612 2.1350
H 0.3274 -3.5607 -4.4368
O 0.9309 -2.8975 -4.2491
H 1.7892 -3.3133 -4.4150
H -1.4352 0.6505 -3.2653
O -0.6049 0.6541 -1.8220
H 0.3362 0.5516 -2.1287
C -3.6701 -0.4835 -2.9152
H -4.5607 -0.6898 -2.2750
H -4.0165 0.1179 -3.7811
H -3.2906 -1.4424 -3.2984
C -3.0456 2.0780 -1.7824
H -2.6407 2.7314 -2.5756
H -4.1618 2.0767 -1.8358
H -2.7218 2.4634 -0.7976
C 3.3425 -0.8866 2.6469
H 4.4115 -1.0849 2.5458
H 3.1617 0.1539 2.9544
H 2.8636 -1.5757 3.3494
C 3.8560 -1.2807 -0.2436
H 4.4821 -0.3826 -0.1903
H 4.4426 -2.1821 -0.0521
H 3.3807 -1.3287 -1.2318
C 1.9382 3.0803 2.9813
Si 0.5108 3.0988 1.7593
C -0.9275 4.1411 2.3631
C 1.0960 3.7440 0.0907
O -0.0665 1.5973 1.7260
H 2.1575 4.1021 3.3136
H 2.8500 2.6561 2.5381
H 1.6826 2.4751 3.8632
H -0.5794 5.1216 2.7105
H -1.6623 4.2945 1.5621
H -1.4374 3.6340 3.1940
H 2.0741 3.3242 -0.1902
H 0.3856 3.4901 -0.7126
H 1.1962 4.8398 0.1561
*
```

=====

Molecular formula: C2H7N4O
Method: DFT, the ωB97M-V functional and the def2-TZVPD basis

Calculated values
max |F|	4.534	eV/A
gap between HOMO and LUMO	9.447	eV
LUMO	-3.5015	eV
relative energy (zero: lowest compared OMol25 entry of this formula, charge and spin)	4.7958	eV

```
! RIJCOSX wB97M-V def2-TZVPD def2/J DEFGRID3
* xyz 1 1
C -0.3059 -1.5786 0.1811
C -0.3766 0.3859 0.6376
N -0.0528 -1.4835 -1.0926
N -0.3723 0.8742 -0.6877
N 0.8827 1.0059 1.2734
N 0.1814 -0.0976 -1.5432
O -0.5034 -2.2887 1.0929
H -1.2621 0.5611 1.3644
H -0.5754 -2.0217 -1.7695
H -1.2311 1.0890 -1.1440
H 0.8172 1.0497 2.2410
H 1.6622 0.3612 1.1998
H 1.0437 2.0114 0.7676
H 0.0924 0.1319 -2.5210
*
```

=====

Molecular formula: C23H31Cl2InN4O3
Method: DFT, the ωB97M-V functional and the def2-TZVPD basis

Calculated values
max |F|	2.962	eV/A
gap between HOMO and LUMO	6.380	eV
LUMO	-0.2608	eV
relative energy (zero: lowest compared OMol25 entry of this formula, charge and spin)	0.0000	eV

```
! RIJCOSX wB97M-V def2-TZVPD def2/J DEFGRID3
* xyz 0 1
O 1.0933 1.9097 -3.3386
C 1.5961 1.6352 -4.4172
C 2.4078 2.5916 -5.2362
C 2.9564 3.7223 -4.6077
H 2.8858 3.7932 -3.5208
C 3.5147 4.7409 -5.3816
H 3.9194 5.6285 -4.8944
C 3.5298 4.6487 -6.7845
H 3.8683 5.4893 -7.3952
C 3.0318 3.4897 -7.4060
H 3.0604 3.4110 -8.4935
C 2.4810 2.4649 -6.6323
H 2.0779 1.5734 -7.1175
H 1.5065 0.6424 -4.9124
C -1.5363 0.8483 -2.8237
C -1.2861 -0.0710 -1.7062
H -2.5902 0.8689 -3.1362
H -0.9296 0.5587 -3.6897
H -1.2336 1.8630 -2.5410
C -2.0486 -1.0231 -1.2030
C -3.5546 -1.0564 -1.2448
H -1.6414 -1.8742 -0.6502
H -3.9487 -0.5049 -2.1074
H -3.9702 -0.6162 -0.3258
H -3.8880 -2.0997 -1.2909
In 0.4115 0.4953 -0.2469
Cl -0.4326 2.7254 0.0156
Cl 2.5678 0.4443 -1.2283
C -1.9414 0.4955 2.2580
O -1.0897 -0.2271 1.6907
N -2.3724 0.2734 3.5088
C -1.9135 -0.8716 4.2831
C -3.3794 1.1156 4.1318
H -2.3764 1.3878 1.7718
H -1.0710 -1.3554 3.7790
H -2.7390 -1.5842 4.4257
H -1.6209 -0.5279 5.2839
H -3.5674 1.9910 3.5054
H -3.0366 1.4346 5.1227
H -4.3171 0.5635 4.2769
H 0.5256 -5.3875 0.9706
H 2.7258 -5.5001 -0.3321
C 0.1285 -4.7383 0.1763
C 2.2622 -4.8475 -1.0837
N 1.2358 -4.0257 -0.4651
H -0.6077 -4.0403 0.5894
C 1.3601 -2.6965 -0.4721
O 0.5452 -1.9210 0.1001
H 3.0138 -4.1775 -1.5142
H 2.2516 -2.3154 -1.0077
H -0.3431 -5.4004 -0.5647
H 1.8202 -5.4748 -1.8685
N 4.1352 -2.6974 4.1710
C 3.5618 -1.7088 3.9016
C 2.8399 -0.5032 3.5499
C 2.7159 0.5845 4.4297
C 1.9476 1.6768 4.0412
C 1.3498 1.6561 2.7755
N 1.4840 0.6279 1.9380
C 2.2254 -0.4275 2.2978
H 3.2029 0.5759 5.4032
H 1.7576 2.5328 4.6809
H 0.7376 2.4934 2.4409
H 2.3384 -1.2252 1.5600
*
```

=====

Molecular formula: C8H14N3
Method: DFT, the ωB97M-V functional and the def2-TZVPD basis

Calculated values
max |F|	4.385	eV/A
gap between HOMO and LUMO	8.719	eV
LUMO	-3.3758	eV
SMILES	C/[NH+]=C(\N)n1c(C)ccc1C
relative energy (zero: lowest compared OMol25 entry of this formula, charge and spin)	2.4452	eV

```
! RIJCOSX wB97M-V def2-TZVPD def2/J DEFGRID3
* xyz 1 1
C 2.7286 0.1329 0.1696
C 2.3223 -1.2386 0.0595
C 1.6371 0.9078 0.1043
C 1.0098 -1.2882 -0.1567
C -0.7525 0.4126 -0.2069
C 1.5701 2.3434 0.2878
C 0.1819 -2.5649 -0.2971
C -3.0789 -0.2789 0.4161
N 0.5407 0.0833 -0.1495
N -1.0591 1.6375 -0.7369
N -1.6668 -0.3334 0.3193
H 3.6004 0.5568 0.3499
H 2.9220 -2.0471 0.1186
H 1.5385 3.1310 -0.5094
H 0.7265 2.5059 0.9754
H 2.5071 2.8424 0.6922
H -0.5178 -2.5222 0.5632
H -0.4285 -2.5561 -1.2853
H 0.6235 -3.5664 -0.3483
H -3.3613 0.7097 0.8727
H -3.2935 -1.0735 1.0625
H -3.7492 -0.2237 -0.4455
H -0.7121 2.0414 -1.6228
H -2.0198 1.6298 -0.8640
H -1.2690 -1.2415 0.6314
*
```

=====

Molecular formula: C9H18NO6S
Method: DFT, the ωB97M-V functional and the def2-TZVPD basis

Calculated values
max |F|	1.807	eV/A
gap between HOMO and LUMO	3.078	eV
LUMO	1.1724	eV
relative energy (zero: lowest compared OMol25 entry of this formula, charge and spin)	0.0000	eV

```
! RIJCOSX wB97M-V def2-TZVPD def2/J DEFGRID3
* xyz -1 1
C -1.6186 3.6332 0.3424
C -0.5573 4.0035 -0.7022
O 0.0117 2.8680 -1.3152
C 1.1273 2.3574 -0.5984
C 1.4913 1.0034 -1.1820
N 1.3285 -0.1443 -0.2746
C 2.0861 -0.0367 0.9711
S 2.0710 -1.8404 -1.2934
C -0.0813 -0.4513 -0.0437
O -0.0862 -1.6995 0.5466
C -1.2112 -2.1314 1.2038
C -2.4596 -2.2563 0.4222
O -1.1055 -2.4815 2.3478
H -1.8657 2.5849 0.2079
H -2.5083 4.2422 0.2494
H -1.2154 3.7320 1.3454
H -0.9963 4.6263 -1.4748
H 0.2218 4.5961 -0.2196
H 1.9622 3.0464 -0.7363
H 0.8815 2.3089 0.4608
H 0.9204 0.7969 -2.0793
H 2.5409 1.0063 -1.4620
H 3.1444 -0.0454 0.7311
H 1.8287 0.8533 1.5406
H 1.8782 -0.9126 1.5730
H 3.3203 -1.3761 -1.2237
H -0.5580 -0.4687 -1.0262
H -0.5547 0.3242 0.5678
H -2.2992 -3.0714 -0.2916
H -3.2544 -2.5487 1.0929
H -2.6961 -1.3489 -0.1297
C -0.4159 -5.3065 0.1141
O 0.8450 -5.1571 0.1236
O -1.0277 -6.0012 0.9958
O -1.1478 -4.7051 -0.7835
*
```

=====

Molecular formula: C2H3NO2
Method: DFT, the ωB97M-V functional and the def2-TZVPD basis

Calculated values
max |F|	5.582	eV/A
gap between HOMO and LUMO	8.424	eV
LUMO	0.4839	eV
SMILES	N=C=C(O)O
relative energy (zero: lowest compared OMol25 entry of this formula, charge and spin)	3.4328	eV

```
! RIJCOSX wB97M-V def2-TZVPD def2/J DEFGRID3
* xyz 0 1
C -0.5299 0.1125 -0.1065
O -1.1953 1.1472 -0.6762
O -1.1592 -1.1190 -0.0688
N 1.9641 0.3543 0.4335
C 0.7844 0.2128 0.1434
H -0.6417 -1.7432 0.4532
H -1.8833 0.8813 0.1087
H 2.6608 0.1541 -0.2872
*
```